# 1
The following is a DFT calculation (ωB97M-V/def2-TZVPD) of a cluster of 8 separate species, C20H38Br6Cl6O3 in total at a distorted geometry.

Geometry as XYZ:
```
73
Properties=species:S:1:pos:R:3:mulliken_charge:R:1
Cl 1.021 -0.603 1.681 -0.017
C -0.266 0.334 0.943 0.801
Cl -1.611 0.596 2.070 -0.173
Cl -0.819 -0.501 -0.509 0.128
H 0.107 1.309 0.659 -0.755
Cl -4.708 -0.860 -1.824 -0.134
C -4.424 -0.806 -0.082 0.917
Cl -4.358 -2.462 0.576 -0.139
Cl -5.664 0.114 0.749 -0.138
H -3.458 -0.375 0.127 -0.568
C -1.766 -4.834 0.165 -0.500
C -1.014 -6.095 0.588 -0.365
C 0.053 -6.185 -0.516 -0.469
O 0.316 -4.845 -0.920 -0.419
C -0.611 -3.954 -0.304 0.510
H -2.351 -4.413 0.979 0.228
H -2.463 -4.984 -0.663 0.319
H -1.640 -6.984 0.653 0.391
H -0.512 -5.907 1.537 -0.033
H -0.298 -6.794 -1.354 0.289
H 0.949 -6.645 -0.087 0.285
H -0.948 -3.264 -1.076 -0.152
H -0.154 -3.442 0.549 -0.104
C -1.146 -0.099 -4.100 0.006
C -0.060 0.962 -4.104 0.326
C -0.574 1.918 -5.181 -0.516
O -1.991 1.942 -4.983 -0.477
C -2.422 0.729 -4.353 -0.192
H -1.248 -0.713 -3.202 -0.371
H -1.004 -0.849 -4.884 0.313
H 0.926 0.551 -4.340 0.369
H 0.057 1.469 -3.144 -0.412
H -0.318 1.564 -6.183 0.333
H -0.189 2.918 -4.963 0.274
H -3.130 0.158 -4.955 0.260
H -2.882 1.010 -3.403 0.140
C -1.681 5.280 -1.129 -0.589
C -1.192 5.684 0.269 -0.616
C -0.605 4.365 0.797 -0.366
O -0.052 3.720 -0.333 -0.144
C -0.983 3.931 -1.410 -0.093
H -1.453 6.072 -1.841 0.309
H -2.757 5.094 -1.134 0.326
H -1.997 6.072 0.888 0.318
H -0.363 6.388 0.210 0.279
H -1.355 3.762 1.342 0.198
H 0.178 4.486 1.552 0.266
H -1.719 3.114 -1.322 0.071
H -0.531 3.843 -2.391 -0.007
Br 0.653 2.640 3.985 -0.121
C 0.552 1.013 5.073 -0.588
C 1.908 0.359 5.072 -0.358
Br 1.808 -1.283 6.129 -0.174
H -0.210 0.326 4.723 0.392
H 0.316 1.403 6.055 0.420
H 2.655 0.969 5.565 0.413
H 2.249 0.057 4.091 0.066
Br 4.763 -1.882 3.179 -0.149
C 3.458 -3.227 2.590 0.051
C 3.235 -4.184 3.720 -0.367
Br 1.963 -5.557 3.166 -0.155
H 3.917 -3.705 1.736 0.431
H 2.559 -2.692 2.319 -0.275
H 2.909 -3.689 4.629 0.140
H 4.151 -4.713 3.967 0.387
Br 4.157 1.914 0.986 -0.152
C 2.926 2.694 -0.283 0.091
C 3.644 2.904 -1.586 -0.642
Br 2.436 3.667 -2.939 -0.189
H 2.597 3.644 0.128 0.236
H 2.062 2.054 -0.388 -0.191
H 3.910 1.943 -2.010 0.395
H 4.487 3.577 -1.557 0.433
```

The SMILES is ClC(Cl)Cl.ClC(Cl)Cl.C1CCOC1.C1CCOC1.C1CCOC1.BrCCBr.BrCCBr.BrCCBr. Its maximum force is 1.1 eV Å⁻¹. The value obtained for the HOMO-LUMO gap is 9.87 eV. The energy above the lowest of the compared OMol25 structures with the same formula, charge and spin is 0.0 kJ/mol.

=====

# 2
The following is a DFT calculation (ωB97M-V/def2-TZVPD) of a structure of composition C20H38CoN2O8Zn at a distorted geometry.

Geometry as XYZ:
```
70
Properties=species:S:1:pos:R:3:mulliken_charge:R:1
Co 0.451 0.013 -1.823 1.359
Zn -0.636 0.718 -4.519 0.940
C 1.093 2.140 -3.207 1.469
O 0.919 1.908 -4.398 -0.728
O 1.711 1.497 -2.417 -0.607
O -0.012 1.727 -2.781 -1.075
C -0.281 -1.960 -3.367 1.280
O 0.257 -0.923 -3.732 -1.065
O -1.127 -2.592 -3.967 -0.469
O -0.809 -1.572 -2.377 -0.684
C -3.321 0.376 0.329 -1.825
C -2.940 1.882 0.452 2.052
C -3.756 2.540 1.532 -1.436
C -3.107 3.793 2.090 -0.635
C -1.656 3.516 2.492 -1.170
C -0.744 2.976 1.327 1.638
N -1.390 1.851 0.686 -0.863
O -0.696 1.304 -0.332 1.382
C -0.416 4.142 0.424 -1.725
C 0.594 2.497 2.017 -1.898
C -3.322 2.535 -0.871 -1.619
H -4.350 0.191 0.021 0.512
H -3.030 -0.140 1.244 0.428
H -2.788 -0.151 -0.463 0.023
H -4.695 2.897 1.108 0.315
H -4.119 1.910 2.344 0.435
H -3.661 4.050 2.993 0.425
H -3.177 4.553 1.312 0.282
H -1.595 2.700 3.211 0.460
H -1.337 4.429 2.994 0.419
H 0.242 3.779 -0.366 0.278
H -1.285 4.522 -0.113 0.318
H 0.065 4.978 0.932 0.451
H 0.355 1.533 2.466 0.367
H 1.441 2.264 1.370 0.310
H 0.825 3.195 2.821 0.416
H -2.486 3.076 -1.315 0.280
H -4.147 3.246 -0.844 0.378
H -3.632 1.882 -1.687 0.394
H -0.807 2.014 -0.969 0.154
C -0.641 -1.883 1.131 -2.335
C 0.752 -2.527 0.890 1.548
C 0.552 -3.926 0.339 -1.417
C 1.839 -4.686 -0.156 -0.722
C 2.460 -3.800 -1.218 -1.324
C 2.791 -2.347 -0.708 1.092
N 1.552 -1.705 -0.176 1.257
O 1.731 -0.382 0.166 -0.347
C 3.938 -2.321 0.290 -1.615
C 3.435 -1.681 -1.959 -1.999
C 1.515 -2.502 2.253 -1.444
H -0.431 -0.853 1.421 0.318
H -1.237 -2.389 1.889 0.613
H -1.400 -1.936 0.350 0.393
H 0.112 -4.567 1.102 0.440
H -0.157 -3.848 -0.485 0.376
H 1.648 -5.712 -0.470 0.484
H 2.509 -4.658 0.703 0.253
H 1.847 -3.884 -2.115 0.256
H 3.426 -4.191 -1.537 0.499
H 4.048 -1.371 0.812 0.309
H 3.832 -3.006 1.131 0.335
H 4.889 -2.712 -0.072 0.526
H 3.738 -0.641 -1.837 0.414
H 4.386 -2.069 -2.325 0.504
H 2.864 -1.815 -2.878 0.329
H 2.285 -3.264 2.375 0.327
H 0.841 -2.698 3.087 0.496
H 1.934 -1.515 2.449 0.244
H 2.308 -0.405 0.933 0.229
```

Its spin multiplicity is 5. Its maximum force is 17.2 eV Å⁻¹. Its expectation value of S² is 6.02. The value obtained for the HOMO-LUMO gap (spin up / spin down) is 4.86 / 4.86 eV. Its total charge is +1.

=====

# 3
The following is a DFT calculation (ωB97M-V/def2-TZVPD) of a cluster of 3 separate species, C20H38F4O4P in total at a distorted geometry.

Geometry as XYZ:
```
67
Properties=species:S:1:pos:R:3:mulliken_charge:R:1
C -2.239 0.311 3.537 -0.974
C -1.306 -0.829 2.748 0.265
C -0.218 -1.761 3.578 -0.882
C -1.481 -0.931 1.243 -0.339
C -1.016 0.433 0.398 -0.112
C -0.698 0.144 -1.183 -0.934
C -1.619 0.985 -2.247 0.500
C -3.060 0.189 -2.487 -1.034
C -1.794 2.579 -1.913 -0.775
C -0.836 3.570 -2.846 -0.613
P 0.745 4.101 -1.862 -0.071
C 2.055 2.690 -1.735 0.556
F 2.024 1.965 -0.432 -0.192
F 1.941 1.769 -2.923 -0.232
C 3.564 3.400 -1.810 0.589
F 3.695 4.305 -0.608 -0.253
F 3.803 4.134 -3.074 -0.227
H -3.358 0.197 3.196 0.178
H -2.099 0.224 4.705 0.351
H -1.909 1.403 3.235 0.207
H -0.479 -2.894 3.314 0.271
H -0.283 -1.573 4.750 0.302
H 0.850 -1.456 3.176 0.207
H -1.926 -1.893 0.747 0.161
H 0.021 0.751 0.897 0.143
H -1.873 1.219 0.595 0.264
H 0.424 0.277 -1.499 0.182
H -0.947 -1.009 -1.366 0.507
H -1.056 0.919 -3.297 0.295
H -3.987 0.863 -2.248 0.278
H -3.072 -0.852 -1.919 0.186
H -3.150 -0.092 -3.642 0.266
H -1.623 2.880 -0.795 0.253
H -2.911 2.862 -2.223 0.396
H -0.576 3.106 -3.889 0.430
H -1.457 4.575 -2.994 0.400
H 1.348 5.202 -2.624 0.238
H 0.448 4.518 -0.497 0.272
H 4.354 2.535 -1.642 -0.049
O -4.697 -1.908 -0.286 -0.557
C -5.325 -2.505 0.587 0.785
O -5.149 -2.188 1.891 -0.362
C -5.954 -2.696 2.971 -0.375
C -5.452 -4.051 3.429 -0.988
C -6.226 -3.650 0.233 -1.086
H -7.014 -2.706 2.699 0.353
H -5.853 -1.980 3.794 0.318
H -5.516 -4.796 2.631 0.273
H -6.034 -4.409 4.283 0.383
H -4.398 -3.990 3.720 0.284
H -5.624 -4.551 0.105 0.267
H -6.733 -3.413 -0.708 0.329
H -7.011 -3.836 0.962 0.361
O 9.457 -1.144 -2.100 -0.558
C 8.576 -0.651 -1.398 0.707
O 7.518 -1.398 -1.006 -0.360
C 6.530 -0.977 -0.048 -0.702
C 5.453 -0.142 -0.712 -0.479
C 8.611 0.804 -1.038 -0.838
H 6.998 -0.468 0.800 0.408
H 6.078 -1.891 0.353 0.328
H 5.862 0.775 -1.145 0.008
H 4.678 0.132 0.009 0.348
H 4.991 -0.699 -1.534 0.339
H 8.218 1.388 -1.872 0.203
H 9.651 1.090 -0.851 0.306
H 8.062 1.048 -0.130 0.298
```

Its maximum force is 4.9 eV Å⁻¹. The value obtained for the HOMO-LUMO gap is 5.11 eV. Its total charge is +1. The energy above the lowest of the compared OMol25 structures with the same formula, charge and spin is 719.9 kJ/mol.

=====

# 4
The following is a DFT calculation (ωB97M-V/def2-TZVPD) of a cluster of 3 separate species, C20H38F4O4P in total at a distorted geometry.

Geometry as XYZ:
```
67
Properties=species:S:1:pos:R:3:mulliken_charge:R:1
C 2.954 -0.017 2.445 -1.433
C 2.745 -0.044 0.937 0.575
C 3.616 0.812 0.048 -1.323
C 1.757 -0.812 0.438 -0.629
C 0.324 -0.566 0.952 -0.030
C -0.730 -1.145 -0.011 -1.617
C -1.669 -2.218 0.600 0.777
C -0.976 -3.607 0.566 -1.412
C -2.250 -1.880 1.988 -1.107
C -3.738 -1.391 1.963 -0.752
P -3.861 0.427 2.047 -0.089
C -3.429 1.293 0.433 0.591
F -2.188 1.731 0.421 -0.206
F -3.686 0.486 -0.579 -0.244
C -4.330 2.535 0.281 0.527
F -4.064 3.342 1.320 -0.251
F -5.611 2.220 0.252 -0.229
H 2.997 -1.040 2.806 0.236
H 3.847 0.552 2.695 0.486
H 2.116 0.467 2.965 0.276
H 4.061 0.171 -0.720 0.352
H 4.397 1.313 0.614 0.397
H 2.961 1.549 -0.409 0.294
H 1.974 -1.601 -0.277 0.252
H 0.212 0.515 0.957 0.332
H 0.269 -0.981 1.964 0.435
H -1.339 -0.392 -0.507 0.340
H -0.180 -1.644 -0.806 0.713
H -2.521 -2.297 -0.082 0.464
H -0.893 -4.057 1.554 0.344
H -0.023 -3.551 0.054 0.255
H -1.583 -4.293 -0.027 0.306
H -1.665 -1.157 2.557 0.410
H -2.284 -2.811 2.550 0.471
H -4.299 -1.780 1.115 0.505
H -4.192 -1.729 2.897 0.495
H -5.204 0.743 2.317 0.208
H -3.022 0.971 3.032 0.237
H -4.014 3.075 -0.625 0.047
O 2.413 -4.205 0.615 -0.548
C 3.590 -4.369 0.811 0.831
O 4.267 -3.444 1.513 -0.360
C 5.622 -3.610 1.950 -0.420
C 6.609 -3.228 0.866 -0.995
C 4.329 -5.542 0.215 -1.150
H 5.786 -4.620 2.328 0.371
H 5.739 -2.938 2.800 0.336
H 6.509 -3.866 -0.012 0.279
H 7.632 -3.308 1.235 0.385
H 6.432 -2.203 0.539 0.278
H 4.577 -5.312 -0.821 0.274
H 3.672 -6.408 0.241 0.345
H 5.235 -5.816 0.750 0.368
O -3.950 6.354 -6.023 -0.528
C -3.433 6.112 -4.971 0.698
O -2.349 5.300 -4.939 -0.369
C -1.559 5.080 -3.774 -0.733
C -2.154 3.996 -2.897 -0.500
C -4.014 6.625 -3.672 -0.851
H -1.394 6.012 -3.233 0.419
H -0.584 4.755 -4.136 0.335
H -3.146 4.274 -2.531 0.041
H -1.509 3.801 -2.038 0.337
H -2.273 3.073 -3.466 0.340
H -4.833 5.973 -3.371 0.207
H -4.399 7.626 -3.845 0.312
H -3.294 6.699 -2.859 0.295
```

Its maximum force is 2.1 eV Å⁻¹. The value obtained for the HOMO-LUMO gap is 6.12 eV. Its total charge is +1. The energy above the lowest of the compared OMol25 structures with the same formula, charge and spin is 0.0 kJ/mol.

=====

# 5
The following is a DFT calculation (ωB97M-V/def2-TZVPD) of a cluster of 8 separate species, C20H38N2O8 in total at a distorted geometry.

Geometry as XYZ:
```
68
Properties=species:S:1:pos:R:3:mulliken_charge:R:1
O -1.595 -7.062 -2.554 -0.562
C -1.772 -5.879 -2.824 0.436
O -1.718 -4.944 -1.792 -0.335
C -1.723 -3.626 -2.335 0.312
C -2.090 -3.700 -3.844 -0.661
C -2.046 -5.176 -4.227 -0.392
H -0.755 -3.130 -2.260 -0.198
H -2.427 -2.950 -1.850 0.288
H -1.531 -2.963 -4.420 0.362
H -3.133 -3.409 -3.969 0.255
H -1.196 -5.506 -4.824 0.220
H -2.935 -5.535 -4.746 0.312
O 4.065 -0.950 4.515 -0.563
C 3.575 -0.536 3.500 0.261
O 3.563 0.760 3.238 -0.369
C 2.944 1.055 1.993 -0.106
C 2.263 -0.251 1.642 0.401
C 2.903 -1.374 2.421 -0.400
H 3.742 1.409 1.342 0.240
H 2.220 1.868 2.050 0.036
H 2.349 -0.513 0.587 -0.034
H 1.213 -0.120 1.901 0.055
H 3.695 -1.795 1.801 0.245
H 2.241 -2.120 2.862 0.317
C -3.386 2.576 0.296 -0.314
O -3.414 1.849 -0.889 -0.573
H -2.746 2.109 1.044 0.020
H -3.125 3.599 0.023 0.229
H -4.419 2.602 0.644 0.314
H -2.587 1.932 -1.368 0.313
C -0.392 0.550 -0.700 -0.204
O -0.696 1.777 -1.387 -0.586
H -1.109 0.273 0.073 0.032
H -0.486 -0.305 -1.370 0.332
H 0.549 0.655 -0.161 0.110
H 0.084 2.128 -1.823 0.303
C -2.410 -1.207 3.014 -0.253
O -1.633 -2.280 3.551 -0.526
H -3.487 -1.293 3.159 0.365
H -2.126 -0.236 3.420 0.059
H -2.328 -1.193 1.927 0.084
H -0.782 -1.911 3.795 0.293
C 1.271 -3.634 -0.306 -0.676
O 1.313 -2.358 -0.998 -0.367
H 1.329 -4.515 -0.945 0.362
H 2.118 -3.583 0.378 0.198
H 0.323 -3.602 0.233 0.253
H 1.741 -2.484 -1.847 0.220
N 0.098 4.933 2.396 0.056
C -0.276 5.543 3.550 -0.406
C -1.092 4.698 4.273 -0.805
C -1.024 3.485 3.514 -0.245
C -0.344 3.620 2.307 -0.571
H 0.694 5.407 1.733 0.189
H 0.002 6.567 3.751 0.388
H -1.553 4.871 5.234 0.412
H -1.607 2.629 3.820 0.351
H -0.051 2.992 1.478 0.593
N 1.678 1.556 -4.091 0.036
C 1.327 2.826 -3.568 -0.364
C 1.965 3.059 -2.367 -0.460
C 2.591 1.860 -1.982 0.237
C 2.400 0.963 -3.029 -0.465
H 1.382 1.106 -4.945 0.264
H 0.631 3.444 -4.114 0.396
H 1.974 3.932 -1.732 0.398
H 3.087 1.585 -1.063 0.464
H 2.665 -0.078 -3.135 0.424
```

Its spin multiplicity is 2. Its maximum force is 4.2 eV Å⁻¹. Its expectation value of S² is 0.76. The value obtained for the HOMO-LUMO gap (spin up / spin down) is 5.91 / 1.93 eV. Its total charge is +1.

=====

# 6
The following is a DFT calculation (ωB97M-V/def2-TZVPD) of a structure of composition C20H39BF2FeN4O4.

Geometry as XYZ:
```
71
Properties=species:S:1:pos:R:3:mulliken_charge:R:1
Fe 0.084 -0.641 0.101 0.708
C 2.437 0.195 2.787 -1.408
C 2.802 -0.214 1.368 0.016
C 3.088 0.992 0.418 -2.237
C 2.152 2.189 0.055 1.639
C 1.873 3.144 1.209 -1.547
C 2.794 2.924 -1.115 -1.938
N 0.829 1.609 -0.404 1.212
C -0.221 2.267 -1.236 -1.133
C -1.198 1.181 -1.780 -1.118
N -1.623 0.088 -0.839 0.706
C -2.680 0.591 0.071 -0.593
C -2.436 1.941 0.708 -0.470
O -2.999 2.356 1.652 -0.352
O -0.353 0.493 1.675 -2.485
C -2.270 -1.087 -1.575 0.669
C -1.642 -1.477 -2.911 -1.776
C -2.525 -2.307 -0.649 -2.173
C -1.423 -3.118 0.082 1.843
C -0.407 -3.753 -0.858 -1.689
C -2.139 -4.215 0.873 -1.851
N -0.757 -2.156 1.011 0.182
C 0.209 -2.606 2.056 -0.849
C 1.670 -2.478 1.632 -1.060
N 1.929 -1.298 0.743 0.503
C 2.657 -1.795 -0.467 -0.697
C 2.220 -1.101 -1.743 0.384
O 2.969 -0.944 -2.676 -0.704
O 0.958 -0.733 -1.706 -0.910
H 3.254 0.808 3.171 0.463
H 2.358 -0.663 3.453 0.454
H 1.525 0.770 2.857 0.114
H 3.791 -0.684 1.441 0.619
H 3.465 0.594 -0.527 0.581
H 3.957 1.477 0.871 0.831
H 2.813 3.538 1.593 0.432
H 1.342 2.661 2.027 0.247
H 1.276 3.991 0.866 0.427
H 3.792 3.257 -0.833 0.437
H 2.218 3.809 -1.386 0.427
H 2.892 2.277 -1.990 0.402
H 0.360 1.321 0.499 0.235
H 1.083 0.779 -0.989 0.396
H 0.259 2.722 -2.101 0.627
H -0.715 3.036 -0.650 0.399
H -0.696 0.696 -2.608 0.717
H -2.082 1.701 -2.166 0.268
H -2.878 -0.125 0.863 0.347
H -3.608 0.736 -0.501 0.700
H -3.283 -0.744 -1.824 0.370
H -0.582 -1.693 -2.851 0.244
H -1.794 -0.709 -3.666 0.434
H -2.164 -2.365 -3.268 0.507
H -3.055 -3.022 -1.283 0.548
H -3.257 -2.021 0.112 0.453
H -0.918 -4.376 -1.592 0.480
H 0.271 -4.404 -0.301 0.349
H 0.174 -3.005 -1.393 0.023
H -2.695 -4.862 0.194 0.446
H -2.845 -3.794 1.592 0.371
H -1.434 -4.848 1.412 0.461
H -1.514 -1.737 1.543 0.590
H 0.017 -3.634 2.371 0.573
H 0.020 -1.977 2.923 0.267
H 1.950 -3.374 1.086 0.415
H 2.307 -2.452 2.516 0.534
H 2.421 -2.846 -0.628 0.573
H 3.739 -1.721 -0.345 0.377
F -0.680 1.364 3.815 -0.266
B -0.970 0.505 2.836 1.568
F -1.929 -0.410 3.151 -0.311
```

Its spin multiplicity is 2. Its maximum force is 0.5 eV Å⁻¹. Its expectation value of S² is 0.76. The value obtained for the HOMO-LUMO gap (spin up / spin down) is 9.34 / 9.04 eV. Its total charge is +1.